C16H10Cl5N10O2S2Ti | the ωB97M-V functional and the def2-TZVPD basis

Geometry (Å):
1 Ti -0.0265 -0.1435 -0.4203
2 Cl -6.1556 1.8978 -3.4285
3 C -4.7046 1.0966 -2.9355
4 C -4.7582 -0.1320 -2.2811
5 Cl -6.2893 -0.8603 -1.9526
6 C -3.5928 -0.7805 -1.8887
7 Cl -3.6457 -2.2875 -1.0729
8 C -2.3384 -0.2168 -2.1337
9 O -1.2161 -0.8157 -1.7778
10 C -2.3069 1.0149 -2.7969
11 Cl -0.7533 1.7200 -3.0951
12 C -3.4661 1.6694 -3.1940
13 Cl -3.3568 3.1886 -4.0162
14 S -0.1537 -2.4458 0.5643
15 C -1.3044 -2.1857 1.8601
16 C -1.4796 -3.3115 2.7591
17 N -1.5710 -4.2119 3.4710
18 C -2.0089 -1.0517 2.0659
19 S -1.9152 0.4099 1.1058
20 C -2.9349 -1.0079 3.1868
21 N -3.6743 -0.9484 4.0668
22 N 4.5052 -2.5472 -1.6301
23 N 3.2835 -1.9304 -1.8995
24 N 2.7042 -2.0115 -3.0783
25 C 1.6176 -1.2740 -2.8596
26 N 1.6052 -0.7700 -1.6145
27 N 2.6833 -1.2212 -1.0180
28 H 4.7104 -2.2917 -0.6683
29 H 4.3277 -3.5453 -1.6696
30 H 0.8325 -1.1011 -3.5733
31 C 1.5751 4.0219 1.1169
32 N 1.7724 2.6433 1.5126
33 C 2.5865 2.3456 2.6314
34 C 2.7733 0.9955 2.9388
35 C 2.1609 0.0170 2.2073
36 N 1.3255 0.3470 1.1421
37 C 1.2155 1.6458 0.8117
38 O 0.5160 1.8870 -0.2389
39 N 2.3531 -1.3424 2.4127
40 H 1.4371 4.6251 2.0148
41 H 0.6910 4.0990 0.4935
42 H 2.4376 4.4042 0.5644
43 H 2.9786 3.1806 3.1842
44 H 3.4094 0.7221 3.7709
45 H 2.5190 -1.5798 3.3780
46 H 1.6315 -1.9174 1.9843

Output
E = -143151.9554 eV
relative energy (zero: lowest compared OMol25 entry of this formula, charge and spin) = 0.866 eV
E_LUMO (alpha / beta) = 2.2 / 2.2 eV
HOMO (alpha / beta) = -0.1058 / -0.1624 Ha
maximum force = 2.185 eV/Å
orbital gap (alpha / beta) = 0.1871 / 0.2430 Ha
charge = -1
multiplicity = 3